# C13H29Cl3N3S4SiZn

A molecular structure, C13H29Cl3N3S4SiZn (ωB97M-V with the def2-TZVPD basis set, OMol25).

Output
HOMO-LUMO gap: 0.3278 Ha
net charge: +1
energy relative to the best compared isomer or geometry (same formula, charge and spin): 0.0 kcal per mole
electronic energy: -5719.1578 hartree

Last column: natural (NBO) charge in e.
Cartesian coordinates (Å):
Cl -3.20978 -2.16558 0.64852  -0.3918
H 3.55121 1.37543 -1.10304  0.2419
H -3.20118 4.64825 -3.28321  0.2085
N -1.64347 0.97912 -1.40018  -1.0333
H 0.95385 1.00417 -3.64206  0.1944
C 2.00374 -2.29468 2.77138  -0.5520
H 3.38516 -1.71178 -1.32012  0.2415
H -4.26442 2.49823 -0.86046  0.2031
S 1.23277 0.31578 2.63598  0.1949
H -4.30375 3.26168 -3.33308  0.2126
C 2.01417 1.92871 2.81452  -0.5513
H 0.77520 3.49758 -3.66166  0.1995
S 1.67347 -0.09256 -1.05670  0.1632
C -3.38014 3.14285 -0.88872  -0.4209
C 2.67224 1.29501 -0.46159  -0.5304
H -0.55960 0.10000 -3.46051  0.2362
C -1.67800 2.01404 -2.21699  0.6702
H 3.41537 -0.67514 2.36296  0.1992
H 0.16191 3.04701 2.82362  0.2539
H -0.70690 4.24784 -3.04178  0.2269
N -0.75692 2.16050 -3.20251  -0.4340
H -0.63631 3.64142 -4.70932  0.2070
C 2.54408 -0.87098 2.99196  -0.5373
C -0.12013 1.01900 -3.83468  -0.4083
C 1.90419 2.60784 -0.48574  -0.5564
C 2.72780 -1.46427 -0.48607  -0.5173
S 0.89033 -2.60470 1.36850  0.2505
N -2.62402 2.98291 -2.12045  -0.4273
H -2.75348 2.91709 -0.03015  0.2263
H 3.34831 -1.07430 0.31837  0.2214
Cl -3.43043 0.81361 2.07302  -0.4196
Si -2.07756 -0.71675 1.60828  0.5883
H -2.77215 3.19528 -4.20571  0.2174
H 2.76696 -3.47959 0.18121  0.2394
C -0.31725 3.45991 -3.68047  -0.4130
H 2.99155 1.96566 2.32979  0.2078
H 2.56561 3.42495 -0.19265  0.2484
H 2.83565 -2.99699 2.70598  0.2356
H 2.99252 1.04563 0.54660  0.2273
H 1.55482 2.82994 -1.49562  0.2406
C 1.06478 2.97185 2.21539  -0.5355
Cl -1.59039 -1.55150 3.43722  -0.3845
H -2.56264 0.85729 -0.98385  0.3819
Zn -0.48101 0.19872 0.10412  1.3054
H 2.16142 2.17015 3.86777  0.2429
H 1.39536 -3.13293 -0.84702  0.2447
H 1.53466 3.95528 2.20506  0.2416
C -3.25312 3.55880 -3.30328  -0.4097
H -0.27105 1.07829 -4.91499  0.2065
H 2.86183 -0.77459 4.03039  0.2380
H -3.71068 4.17839 -0.81852  0.2196
H 1.40036 -2.58603 3.63059  0.2555
C 2.00578 -2.72770 -0.03784  -0.5642
S 0.42026 2.66965 0.54242  0.1949

Forces on atoms 1 to 3 (eV/Å):
Cl 0.03 0.06 0.01
H -0.02 -0.01 0.00
H 0.00 0.00 -0.01

# C13H29ClN3O2

3 unconnected molecules or ions with the total composition C13H29ClN3O2 at a distorted geometry (ωB97M-V with the def2-TZVPD basis set, OMol25).

Output
HOMO-LUMO gap: 0.3242 Ha
net charge: +1
energy relative to the best compared isomer or geometry (same formula, charge and spin): 0.0 kcal per mole
electronic energy: -1287.4407 hartree

Last column: natural (NBO) charge in e.
Cartesian coordinates (Å):
H -1.14532 0.28584 -1.62423  0.2364
H 0.85593 2.37681 0.57212  0.0899
H -3.31294 -0.31242 2.92074  0.2064
H 4.20520 4.56897 1.63491  0.2118
H 1.76734 -2.49464 -0.75670  0.2172
H 0.50063 -2.50029 -3.85251  0.2302
N 2.53023 3.45192 1.06044  -0.4200
C -2.95945 -0.94390 -1.29664  -0.2702
H 2.50648 2.55443 -0.83825  0.2072
C 3.15553 3.17217 -0.21869  -0.4004
C 1.48601 -1.11240 -2.40940  -0.1738
N -1.22913 -0.26520 3.07417  -0.3946
H 3.38717 3.69346 2.95050  0.2158
H -3.94326 -2.74266 -1.60017  0.4490
H -2.68437 0.12568 4.52608  0.2227
H -2.60803 -1.55971 3.96182  0.2201
H -0.55715 -1.85256 -1.33325  0.2129
H 2.64820 5.15090 2.27006  0.2208
H -2.51319 -2.74707 -0.61199  0.4715
H 1.86774 -3.27526 -2.33351  0.2089
H -2.67381 -0.66526 -0.27525  0.2610
C 0.28164 -1.58183 -3.29672  -0.4220
C -1.81021 -0.37055 -2.20464  -0.4119
O 0.73445 3.18079 2.43112  -0.6389
H 0.57905 0.80395 3.13067  0.2185
H -0.85062 1.69953 3.65974  0.2286
C -2.53597 -0.51373 3.66031  -0.4189
H 3.35426 4.11069 -0.73957  0.2054
H 3.25784 -2.32839 -1.81766  0.2504
C -0.35621 0.73075 3.67606  -0.4001
H 0.14428 -0.69106 1.63334  0.1142
H 0.07953 -0.75949 -4.00524  0.2324
H 4.09756 2.64467 -0.05611  0.2023
C 3.24023 4.26585 2.03349  -0.4192
C -0.94999 -1.67191 -2.35336  -0.2205
N -2.98392 -2.44039 -1.47105  -0.5191
H -1.55301 -3.74361 -2.27159  0.2333
C -2.00267 -2.78815 -2.57541  -0.2172
O -1.54337 -1.81208 1.43255  -0.7239
C 1.30766 2.98096 1.37828  0.5286
H 1.06686 -0.52297 -1.57718  0.1915
C 2.16335 -2.37067 -1.77485  -0.6359
H -2.17769 0.05952 -3.14500  0.2315
H -2.53725 -2.84135 -3.52912  0.2331
C -0.86119 -0.95970 1.99297  0.5333
Cl 2.62179 -0.03033 -3.29331  -0.0423
H -0.14568 0.44689 4.70932  0.2033
H -3.90457 -0.40623 -1.44723  0.2407

Forces on atoms 1 to 3 (eV/Å):
H -0.75 0.42 -0.40
H 0.02 -0.02 -0.10
H -0.05 -0.02 0.10

# C13H29CuN2O12

A molecular structure, C13H29CuN2O12 at a distorted geometry (ωB97M-V with the def2-TZVPD basis set, OMol25).

Output
HOMO-LUMO gap (spin up / spin down): 0.1116 / 0.0812 Ha
net charge: -1
spin multiplicity: 2
energy relative to the best compared isomer or geometry (same formula, charge and spin): 193.0 kcal per mole
electronic energy: -3165.3392 hartree
⟨S²⟩: 0.77

Last column: natural (NBO) charge in e.
Cartesian coordinates (Å):
C 6.24430 -0.37668 1.12713  0.9145
O 1.14560 -3.81332 -3.01822  -0.5543
C -2.63747 -1.12016 -3.06429  -0.0640
H 0.45673 -2.97833 -0.58324  0.2035
C -2.00402 0.41332 4.07164  -0.0772
O 6.61665 -1.36977 1.98387  -0.7113
C -1.40741 -2.01298 -3.21942  -0.2713
H -0.69339 -4.73980 -2.82460  0.1573
O 2.11656 4.39240 -5.47592  -0.7263
H -3.08668 1.67386 1.84883  0.3511
H -2.34384 -0.46377 3.52089  0.1973
H -4.34434 1.45783 5.04492  0.2089
H 4.25781 7.56344 2.93351  0.4832
N -0.39210 -1.88175 -2.16397  -0.6155
O 5.08491 -0.22179 0.80606  -0.6034
C 0.22054 0.56999 4.78564  -0.2915
O 2.90174 5.13402 2.70519  -0.5987
H 0.39862 1.60108 5.09098  0.1836
C 0.12732 -4.33662 -2.23133  -0.0917
H 1.31899 -5.60715 -4.05012  0.1626
H -4.70033 1.11660 3.39299  0.2076
O 4.46839 6.03708 1.53690  -0.5659
C 1.37385 -4.52562 -4.17411  -0.2409
H 0.49550 -2.01483 -2.62715  0.3794
N -2.31531 2.03895 2.38902  -0.8262
H 7.49361 -0.99522 2.09445  0.4822
H 1.20772 0.26435 4.43899  0.1978
C -4.26301 -2.62163 -1.92701  -0.2688
H -5.19986 -2.21663 -2.30961  0.1744
O 3.52200 3.75959 -3.80472  -0.7713
C -2.60117 1.75369 3.76730  -0.0917
H 0.13740 -0.17891 5.57325  0.1754
H -2.20367 2.52321 4.42906  0.1978
H -0.91607 -1.89562 -4.18530  0.2065
H 1.16161 4.43997 -5.38988  0.4709
O 3.79512 6.96111 3.52065  -0.6851
C 3.71419 6.02611 2.56236  0.9059
H -2.04205 0.20634 5.14113  0.1756
H -4.46476 -3.04122 -0.94145  0.1940
H 2.25585 -4.14602 -4.68992  0.2055
H -4.51543 2.79919 4.13120  0.2187
O -3.38286 -1.40677 -1.87526  -0.5581
C -0.30916 -3.12258 -1.34526  -0.2406
H 0.62913 -5.12400 -1.66890  0.1805
O -0.61591 0.35107 3.65862  -0.5395
Cu 1.01178 1.91716 0.54381  0.9371
C 2.35980 3.86847 -4.25150  0.9162
H -1.26129 -3.35936 -0.87042  0.1901
H -3.25964 -1.25547 -3.94900  0.1564
O 7.15440 0.38867 0.72428  -0.6192
H -2.47955 3.01029 2.16627  0.3578
H 0.52313 -4.35770 -4.83455  0.1519
H -2.40541 -0.05841 -2.98102  0.2052
C -4.12330 1.78725 4.02967  -0.6338
O 1.41704 3.58928 -3.49368  -0.8436
H -3.97374 -3.34284 -2.69139  0.1758
H -1.66853 -3.05938 -3.37737  0.1650

Forces on atoms 1 to 3 (eV/Å):
C 0.38 0.85 -0.47
O 0.93 0.54 -0.16
C -0.06 -0.73 0.39

# C13H29N2O6RuSe2

A molecular structure, C13H29N2O6RuSe2 (ωB97M-V with the def2-TZVPD basis set, OMol25).

Output
HOMO-LUMO gap (spin up / spin down): 0.3006 / 0.2814 Ha
spin multiplicity: 2
energy relative to the best compared isomer or geometry (same formula, charge and spin): 4.2 kcal per mole
electronic energy: -5971.2977 hartree
⟨S²⟩: 0.76

Last column: natural (NBO) charge in e.
Cartesian coordinates (Å):
N 0.51235 1.52435 0.11411  -0.5656
H -4.36533 0.41951 1.41513  0.1924
H 0.95493 -4.13345 1.64624  0.2282
H 3.11919 -1.70750 0.15322  0.2520
H -1.75841 -1.66957 -3.65723  0.2055
Se 0.96960 -1.63127 1.45900  0.3970
H -3.30994 0.36097 2.83256  0.1895
C -3.51767 0.89467 1.90613  -0.2692
O 2.26736 -1.32537 -1.88920  -0.3144
Se -1.09642 -2.61369 -1.26889  0.5882
H -3.64075 1.41141 -2.79694  0.2090
H -1.64144 1.56866 -1.44621  0.1263
C 1.02272 1.76954 2.39440  0.8749
H 1.67158 0.64234 4.68213  0.1953
C 0.16516 -3.51575 -2.44519  -0.8155
H -3.73759 1.93981 2.11086  0.1870
H 1.48094 -3.60788 0.03256  0.2307
H 1.15607 -3.09531 -2.29978  0.2658
H -0.16392 -3.35473 -3.46756  0.2317
H -0.15026 -0.91873 -3.79626  0.2292
C 0.73791 -3.46083 0.81637  -0.5688
O 2.18565 1.47611 2.21244  -0.6694
H -0.85228 1.79858 1.58137  0.4349
H -1.42229 -3.41310 1.04161  0.2636
H 2.16134 2.35037 4.68706  0.1955
H -3.68292 -0.35735 -2.74798  0.2172
C -3.26148 0.50359 -3.27045  -0.5995
H -0.80997 -4.72444 0.01293  0.2253
Ru -0.26755 -0.35342 -0.59198  0.1012
C 1.31280 1.66976 4.70537  -0.2546
H -3.61499 0.48411 -4.30399  0.2123
O -2.52403 -1.32822 1.07211  -0.6977
H 0.70490 1.84023 5.58785  0.1980
H -0.07303 1.71097 -3.92038  0.2193
C -1.91978 -0.36594 0.64198  0.6330
C -1.72795 0.46079 -3.24124  -0.1773
O -2.37295 0.89287 1.04496  -0.6081
H 0.35752 2.27456 -0.55360  0.3890
H -1.52485 2.62882 -3.47411  0.2052
H 3.35161 -2.31403 1.83278  0.2165
C -1.21795 -0.77612 -3.97157  -0.6176
C 2.89179 -1.55509 1.20434  -0.7854
N 0.12506 2.01561 1.39370  -0.4907
O 0.44621 1.91766 3.59008  -0.5027
C -1.16478 1.71171 -3.94439  -0.5981
C -0.66716 -3.68401 0.30679  -0.5849
C -1.27791 0.58949 -1.81116  0.0540
H 0.12678 -4.58003 -2.21907  0.2148
H -1.48258 1.71874 -4.98894  0.2150
O 1.64023 -0.25606 -1.47364  -0.3734
H 1.52558 1.37867 0.15585  0.4279
H 3.20873 -0.56572 1.52149  0.2556
H -1.37997 -0.66723 -5.04643  0.2121

Forces on atoms 1 to 3 (eV/Å):
N 0.00 0.01 0.10
H 0.00 0.00 0.00
H 0.00 0.00 0.00